[1]
The following is a DFT calculation (ωB97M-V with the def2-TZVPD basis set) of an isolated molecule of C4H11N3O at a distorted geometry.

Atoms and positions in Å:
H -2.2850 0.6899 2.1248
N -1.3702 0.4892 1.7284
C -1.3022 0.6696 0.4618
C -0.0810 0.3359 -0.2863
C 1.1537 1.0048 0.3033
C -0.2091 0.5642 -1.7811
N 0.0538 -1.3523 -0.0753
N 0.0811 -1.7530 1.2327
O 1.3019 -1.7176 -0.6473
H -2.1669 0.9376 -0.1548
H 2.0468 0.5071 -0.0711
H 1.1545 0.9396 1.3891
H 1.1869 2.0557 0.0153
H -0.2278 1.6307 -2.0112
H -1.1183 0.1045 -2.1662
H 0.6458 0.1231 -2.2949
H -0.8000 -1.4201 1.6948
H 0.8595 -1.3440 1.7548
H 1.0765 -2.4650 -1.2170

## Properties
HOMO level	-8.16	eV
relative energy (zero: lowest compared OMol25 entry of this formula, charge and spin)	4.273	eV

Here are the Löwdin charges for atoms 1 to 8, given in e: number 1, H, carries 0.06; number 2, N, carries 0.10; number 3, C, carries -0.19; number 4, C, carries -0.46; number 5, C, carries -0.05; number 6, C, carries -0.05; number 7, N, carries -0.20; number 8, N, carries 0.00

***

[2]
The following is a DFT calculation (ωB97M-V with the def2-TZVPD basis set) of a cluster of 2 separate species, C2H4BrFO in total at a distorted geometry.

Atoms and positions in Å:
C 0.6334 0.8191 -0.3637
C -0.0777 -0.4750 -0.1674
O 0.1519 -1.0359 0.9991
F -0.2575 -1.3425 -1.1661
Br -2.7524 0.4056 0.3906
H 1.1312 1.0927 0.6594
H 1.6104 0.7869 -0.9093
H -0.0970 1.4810 -0.8652
H -0.3423 -1.7319 1.4226

## Properties
HOMO level (spin up / spin down)	-8.87 / -8.87	eV
relative energy (zero: lowest compared OMol25 entry of this formula, charge and spin)	2.028	eV

Here are the Löwdin charges for atoms 1 to 8, given in e: number 1, C, carries -0.02; number 2, C, carries -0.49; number 3, O, carries 0.10; number 4, F, carries 0.13; number 5, Br, carries -0.19; number 6, H, carries 0.14; number 7, H, carries 0.11; number 8, H, carries 0.09

***

[3]
The following is a DFT calculation (ωB97M-V with the def2-TZVPD basis set) of a structure of composition C28H37IrN2O2SSb2.

Atoms and positions in Å:
Ir -0.1222 -0.4636 -0.3141
C -2.5883 1.6981 1.5661
Sb -0.9612 1.8418 0.2215
C 0.5930 2.9098 1.1552
C -1.5870 2.8589 -1.5505
C -0.4843 3.7274 -2.0749
C -0.3999 5.0402 -1.6096
C 0.6204 5.8817 -2.0184
C 1.5782 5.4140 -2.9065
C 1.4930 4.1172 -3.3896
C 0.4712 3.2580 -2.9903
C 0.4175 1.8805 -3.5974
Sb 1.2827 0.4132 -2.3024
C 1.9113 -1.1953 -3.5287
C 3.0507 1.3001 -1.5783
H -3.4568 1.2791 1.0622
H -2.8210 2.7084 1.9030
H -2.3068 1.0807 2.4162
H 0.6110 3.9189 0.7468
H 1.5325 2.3958 0.9698
H 0.4006 2.9341 2.2263
H -2.4641 3.4460 -1.2755
H -1.9046 2.0902 -2.2556
H -1.1571 5.4161 -0.9298
H 0.6596 6.8996 -1.6553
H 2.3764 6.0624 -3.2415
H 2.2218 3.7729 -4.1142
H 1.0144 1.8544 -4.5092
H -0.5901 1.5616 -3.8671
H 2.4855 -0.8101 -4.3697
H 1.0578 -1.7574 -3.9020
H 2.5444 -1.8552 -2.9377
H 3.7110 1.4985 -2.4209
H 3.5283 0.6170 -0.8793
H 2.8122 2.2394 -1.0836
N -5.8604 -2.7198 -3.9570
C -5.3173 -3.1060 -2.8354
S -5.8644 -4.4474 -1.9775
C -4.1303 -2.3803 -2.2918
C -3.1347 -1.9123 -3.1439
C -2.0273 -1.2946 -2.5913
N -1.8724 -1.1237 -1.2671
C -2.8427 -1.5695 -0.4519
C -3.9797 -2.2043 -0.9227
H -6.6315 -3.2145 -4.3907
H -5.5911 -1.8470 -4.3928
H -3.1682 -2.0561 -4.2159
H -1.2255 -0.9435 -3.2234
H -2.6811 -1.4344 0.6101
H -4.7242 -2.5298 -0.2084
C 3.3612 -3.7327 6.2689
C 2.6777 -3.0154 5.1468
C 1.8220 -1.9492 5.3908
C 1.1670 -1.2834 4.3657
C 0.2110 -0.1632 4.6651
C 1.4122 -1.7005 3.0624
C 2.2780 -2.7664 2.7678
C 2.5297 -3.2101 1.3508
C 2.8877 -3.4116 3.8241
C 0.7489 -1.0842 1.9123
O -0.4749 -1.3213 1.5733
O 1.3898 -0.3511 1.0679
H 3.1437 -3.2660 7.2273
H 4.4429 -3.7329 6.1311
H 3.0338 -4.7723 6.3186
H 1.6569 -1.6243 6.4110
H 0.4524 0.3106 5.6144
H -0.8148 -0.5320 4.7353
H 0.2433 0.6157 3.8979
H 1.5988 -3.5017 0.8471
H 3.1752 -4.0855 1.3317
H 3.0225 -2.4343 0.7655
H 3.5557 -4.2396 3.6188

## Properties
spin multiplicity	2
HOMO level (spin up / spin down)	-15.11 / -15.11	eV
net charge	+3
relative energy (zero: lowest compared OMol25 entry of this formula, charge and spin)	0.369	eV

Here are the Löwdin charges for atoms 1 to 8, given in e: number 1, Ir, carries 0.81; number 2, C, carries -0.24; number 3, Sb, carries 1.45; number 4, C, carries -0.21; number 5, C, carries -0.27; number 6, C, carries -0.31; number 7, C, carries -0.05; number 8, C, carries -0.04

***

[4]
The following is a DFT calculation (ωB97M-V with the def2-TZVPD basis set) of an isolated molecule of C6H8I4 at a distorted geometry.

Atoms and positions in Å:
C 0.3631 0.1684 0.1320
C -0.9965 -0.0685 -0.2624
C 0.7622 0.2866 1.4098
C -1.3334 -0.0034 -1.5739
C 0.0097 0.1241 2.6378
C -0.4323 0.1688 -2.6676
I 3.4510 -2.1313 0.2608
I 3.3658 -4.2690 -1.4295
I 2.8989 0.7765 1.7787
I -3.3999 -0.3006 -2.1543
H 1.0838 0.2976 -0.6415
H -1.6412 0.1256 0.5174
H -0.9835 0.6482 2.5329
H 0.5262 0.5272 3.4889
H -0.1774 -0.8995 2.9628
H -0.6950 -0.3585 -3.5918
H 0.5223 -0.1767 -2.2454
H -0.2406 1.2219 -2.8154

## Properties
HOMO level	-8.51	eV

Here are the Löwdin charges for atoms 1 to 8, given in e: number 1, C, carries -0.21; number 2, C, carries -0.16; number 3, C, carries -0.65; number 4, C, carries -0.72; number 5, C, carries -0.18; number 6, C, carries -0.18; number 7, I, carries 0.00; number 8, I, carries -0.02

***

[5]
The following is a DFT calculation (ωB97M-V with the def2-TZVPD basis set) of an isolated molecule of C20H28N2O2.

Atoms and positions in Å:
C 4.7540 -2.3957 -4.9339
C 4.1871 -1.6705 -3.7117
C 2.7319 -2.0774 -3.4776
O 4.2989 -0.2712 -3.9645
C 4.8107 0.5436 -2.9466
C 3.8010 0.9081 -1.8435
C 3.8917 0.0009 -0.6128
N 2.8635 0.3034 0.3548
C 1.6952 -0.3926 0.3889
O 1.5033 -1.3645 -0.3200
C 0.6815 0.1088 1.3540
C 1.0388 0.7908 2.5293
C 0.0846 1.2399 3.4159
C -1.2496 1.0062 3.1111
N -2.3873 1.3353 3.7880
C -3.4741 0.8657 3.0874
C -3.0568 0.2380 1.9506
C -1.6316 0.3073 1.9353
C -0.6492 -0.1467 1.0639
C -3.9884 -0.3910 0.9702
C -5.4089 0.1530 1.1758
C -5.5367 1.5587 0.5923
C -5.7727 0.1187 2.6666
C -4.8887 1.0453 3.5076
H 4.1705 -2.1355 -5.8125
H 4.7173 -3.4713 -4.7856
H 5.7850 -2.0952 -5.1039
H 4.7947 -1.9308 -2.8322
H 2.3346 -1.6671 -2.5533
H 2.1239 -1.7228 -4.3061
H 2.6582 -3.1605 -3.4254
H 5.7049 0.0874 -2.4941
H 5.1180 1.4567 -3.4658
H 3.9711 1.9414 -1.5312
H 2.7969 0.8438 -2.2653
H 4.8717 0.1118 -0.1366
H 3.7478 -1.0434 -0.8947
H 2.9110 1.1977 0.8149
H 2.0821 0.9368 2.7688
H 0.3668 1.7531 4.3239
H -2.4283 1.8290 4.6633
H -0.8986 -0.6922 0.1669
H -3.6532 -0.1926 -0.0500
H -3.9834 -1.4772 1.1085
H -6.1124 -0.5003 0.6473
H -5.4427 1.5247 -0.4908
H -6.5052 1.9900 0.8369
H -4.7551 2.2078 0.9778
H -6.8202 0.3976 2.7964
H -5.6520 -0.9055 3.0260
H -5.0088 0.8147 4.5702
H -5.1929 2.0876 3.3656

## Properties
HOMO level	-7.85	eV
relative energy (zero: lowest compared OMol25 entry of this formula, charge and spin)	0.700	eV

Here are the Löwdin charges for atoms 1 to 8, given in e: number 1, C, carries -0.05; number 2, C, carries -0.45; number 3, C, carries -0.04; number 4, O, carries -0.13; number 5, C, carries -0.22; number 6, C, carries -0.14; number 7, C, carries -0.19; number 8, N, carries 0.06

***

[6]
The following is a DFT calculation (ωB97M-V with the def2-TZVPD basis set) of a structure of composition C9H21Cl3O3P2Tm at a distorted geometry.

Atoms and positions in Å:
Tm 0.2293 -0.0319 -0.4210
H 2.9510 -0.5611 -1.6287
H 2.6814 -1.2698 -1.6101
P 1.3860 2.4935 -0.5428
P -0.4589 -2.7335 -0.4884
C -0.5354 -3.6362 1.1080
H -1.1967 -4.5138 1.0503
H 0.4788 -3.9528 1.3768
H -0.8589 -2.9459 1.9009
C -2.2594 -2.6104 -0.8919
H -2.3513 -2.0842 -1.8560
H -2.7155 -3.6176 -0.9457
H -2.7707 -1.9824 -0.1411
C 0.1686 -3.8993 -1.7428
H 1.2178 -4.1176 -1.5207
H -0.4133 -4.8247 -1.8252
H 0.1778 -3.3703 -2.7032
C -0.1465 3.5030 -0.7998
H 0.1077 4.5741 -0.9160
H -0.6538 3.1286 -1.7042
H -0.8454 3.3472 0.0411
C 2.0980 3.3147 0.9351
H 3.0670 2.8578 1.1605
H 2.2091 4.4011 0.8180
H 1.4561 3.1026 1.7991
C 2.4153 2.9746 -1.9775
H 1.9609 2.5325 -2.8733
H 2.5286 4.0588 -2.1091
H 3.3951 2.4934 -1.8798
C 1.5872 -0.4736 1.4409
O 2.2293 -0.6809 2.3815
H -0.1039 0.0722 -2.2026
Cl -3.4125 0.6609 4.2885
C -2.9451 0.9146 2.5772
Cl -4.2040 0.2145 1.5223
Cl -2.6715 2.6602 2.2948
C -1.5846 0.1672 2.1914
O -0.9973 -0.5893 2.9548
O -1.2201 0.4238 0.9388

## Properties
spin multiplicity	3
HOMO level (spin up / spin down)	-12.64 / -12.60	eV
net charge	+1

Here are the Löwdin charges for atoms 1 to 8, given in e: number 1, Tm, carries 0.74; number 2, H, carries 0.06; number 3, H, carries 0.06; number 4, P, carries 0.71; number 5, P, carries 0.71; number 6, C, carries -0.25; number 7, H, carries 0.06; number 8, H, carries 0.05

***

Electronic energy? In order: -398.3971 -2827.6583 -2331.2043 -1424.1464 -1038.9407 -3729.4953 hartree.